C3H8Cl4O2P2 | ωB97M-V/def2-TZVPD

Summary:
LUMO (spin up / spin down) in eV: -11.4594 / -10.1716
ΔE to the lowest compared entry with this formula, charge and spin in kcal per mole: 24.9
DFT total energy in eV: -75986.240
Max |F| in eV/A: 1.4
HOMO (spin up / spin down) in eV: -18.538 / -18.659
Kohn-Sham gap (spin up / spin down) in eV: 7.1 / 8.5

The geometry in ORCA input format:
```
! wB97M-V def2-TZVPD RIJCOSX def2/J DEFGRID3
* xyz 2 1
C 2.10298 -1.57672 -0.17035
C 2.04662 -0.50728 -1.23353
C -0.24564 0.48859 1.46563
O -3.58429 1.26906 -0.29128
O 0.92084 0.41213 -1.04282
P -3.01308 -0.13209 0.15129
P 0.62942 1.34715 0.16968
Cl -2.68878 -1.05177 -1.55964
Cl -4.40669 -1.02402 1.25500
Cl 2.31632 2.09765 0.87855
Cl -0.50022 2.75107 -0.57110
H 2.90852 -2.26605 -0.41511
H 2.31715 -1.15050 0.80914
H 1.17468 -2.14362 -0.13245
H 1.85692 -0.93005 -2.22204
H 2.97438 0.06784 -1.26494
H -0.03681 -0.55468 1.63841
H -0.60520 1.06838 2.29985
H -4.16712 1.83492 0.23569
*
```